# 1
A molecular structure, C27H95Cd2N4O24 in a non-equilibrium geometry, computed with the ωB97M-V functional and the def2-TZVPD basis.

```
! RIJCOSX wB97M-V def2-TZVPD def2/J DEFGRID3
* xyz 1 1
Cd -4.1205 -0.2231 -1.5971
Cd -5.1550 1.0722 1.2636
C -1.0011 -1.1237 -0.4629
O -2.3402 -1.2979 -0.8343
H -0.5821 -0.1518 -0.7233
H -1.1455 -1.0413 0.6144
H -0.2985 -1.9278 -0.6820
C -6.6669 -1.4745 0.1633
O -5.4785 -0.7309 0.1579
H -7.5518 -0.9638 -0.2164
H -6.5813 -2.1784 -0.6645
H -6.8969 -1.6962 1.2054
C -3.2464 2.9281 -0.8224
O -3.9423 1.7610 -0.6352
H -2.8682 3.5311 0.0031
H -2.2538 2.8112 -1.2574
H -3.8105 3.6845 -1.3680
C 0.6180 1.4625 4.2657
O 0.5804 2.6985 3.5805
C -0.2402 2.8345 2.4424
C -0.8385 4.2307 2.4221
N -1.7688 4.2518 3.5213
C -2.4371 5.5326 3.5969
C -3.6894 5.4364 4.5744
O -3.2689 5.2416 5.9416
C -4.3625 5.2416 6.8026
H -0.3875 1.0663 4.4073
H 1.1868 1.5290 5.1931
H 1.0113 0.6947 3.5994
H -1.0195 2.0785 2.5391
H 0.1739 2.5707 1.4692
H -1.3458 4.4162 1.4753
H 0.0295 4.8849 2.3407
H -1.3101 3.9401 4.3654
H -2.7560 5.9233 2.6305
H -1.7917 6.3117 4.0024
H -4.2671 4.6538 4.0825
H -4.3387 6.3041 4.4574
H -4.0535 4.8395 7.7674
H -5.2729 4.7115 6.5229
H -4.7409 6.2439 7.0037
C 5.7612 5.2569 -3.7609
O 5.8074 4.3659 -2.5669
C 7.0742 3.9984 -2.0782
C 6.7503 2.8413 -0.9714
N 6.0942 1.6577 -1.4897
C 6.0236 0.5125 -0.5544
C 4.7210 0.4794 0.3189
O 3.5349 0.0610 -0.4708
C 2.3922 0.8517 0.0375
H 6.6076 5.9433 -3.7831
H 4.9595 5.9762 -3.9282
H 5.7536 4.7007 -4.6982
H 7.6268 4.8749 -1.7398
H 7.7428 3.7071 -2.8882
H 6.2274 3.3048 -0.1348
H 7.7198 2.5859 -0.5437
H 5.1298 1.9044 -1.6604
H 6.8261 0.3852 0.1722
H 6.0468 -0.3861 -1.1708
H 4.7984 1.4960 0.7043
H 4.8048 -0.2302 1.1420
H 1.6308 0.4336 -0.6209
H 2.4905 1.9026 -0.2348
H 2.0287 0.6352 1.0420
C 1.5101 2.9605 -7.9281
O 0.8771 2.9157 -6.5490
C 1.6785 3.5524 -5.4813
C 2.5847 2.4683 -4.8788
N 1.8785 1.1877 -4.4897
C 2.5821 0.3462 -3.4771
C 1.8966 -0.9556 -3.2907
O 2.0762 -1.9698 -4.2636
C 1.4149 -3.1295 -3.6785
H 0.8411 2.5486 -8.6837
H 2.2804 2.1905 -7.8884
H 1.8550 3.9444 -8.2461
H 1.0512 3.9190 -4.6688
H 2.3258 4.3276 -5.8915
H 3.2865 2.9329 -4.1861
H 3.1843 2.1811 -5.7426
H 1.9029 0.6498 -5.3442
H 2.8274 0.8714 -2.5541
H 3.5244 0.0237 -3.9202
H 0.8175 -0.8093 -3.2439
H 2.2587 -1.2587 -2.3084
H 1.9462 -3.3472 -2.7519
H 1.5401 -3.9364 -4.4005
H 0.3533 -3.0083 -3.4631
C 3.5152 -7.8648 4.3047
O 2.3562 -7.2406 3.7130
C 2.4534 -5.8487 3.9071
C 1.4850 -5.1942 2.8703
N 1.7204 -3.7881 2.9653
C 1.1392 -3.0628 1.8603
C 1.9669 -3.2257 0.5913
O 3.2788 -2.8740 0.9423
C 4.1673 -2.9311 -0.1705
H 3.7716 -7.4677 5.2869
H 4.3161 -7.8163 3.5669
H 3.4515 -8.9529 4.2925
H 3.4517 -5.4810 3.6700
H 2.3922 -5.4805 4.9312
H 0.4197 -5.3997 2.9758
H 1.8155 -5.5975 1.9131
H 2.7005 -3.6216 2.7875
H 1.1705 -2.0072 2.1299
H 0.1005 -3.3373 1.6764
H 1.7450 -2.6336 -0.2966
H 1.9790 -4.2775 0.3054
H 4.3970 -3.9895 -0.2930
H 4.9908 -2.2985 0.1608
H 3.7170 -2.5587 -1.0907
O -2.2540 -3.4872 -2.9917
H -1.5033 -3.1949 -2.4748
H -2.8149 -3.9427 -2.3639
O -4.5233 -3.9471 3.7261
H -4.2288 -3.9896 2.8163
H -4.6852 -3.0168 3.8828
O -3.0857 -1.2268 4.2896
H -2.3955 -1.7939 3.9456
H -2.8210 -1.0468 5.1917
O -2.9011 0.2939 -3.5507
H -2.6392 -0.2829 -4.2683
H -2.1799 0.9179 -3.4690
O -5.8432 0.5667 -2.6138
H -5.7753 1.4888 -2.8616
H -6.7836 0.4094 -2.5297
O -0.9407 -3.0836 4.3666
H -1.1692 -3.0620 5.2958
H -0.0304 -3.3790 4.3501
O -4.0842 2.6372 2.5491
H -3.2276 2.7079 2.9705
H -4.5889 3.3674 2.9073
O -5.7808 -4.8901 -2.7090
H -6.5345 -5.0427 -2.1391
H -5.0252 -4.9266 -2.1225
O -0.6458 2.0250 -3.7635
H 0.2409 1.7880 -3.4918
H -0.5284 2.4735 -4.6009
O -3.2256 0.0457 1.8372
H -3.0928 -0.4216 2.6620
H -2.4186 -0.1033 1.3444
O -4.6026 -2.0598 -2.6466
H -3.7551 -2.4492 -2.8619
H -5.2172 -2.7931 -2.6725
O -3.5948 -5.1043 -0.6611
H -3.6123 -4.4286 0.0167
H -3.0374 -5.7931 -0.2991
O -3.3189 -3.0878 1.5267
H -2.5949 -2.5096 1.2863
H -4.0990 -2.6495 1.1869
*
```

Results
**HOMO**: -10.12 eV
**Energy**: -93754.3771 eV

=====

# 2
A molecular structure, C28H22N3O3Pt, computed with the ωB97M-V functional and the def2-TZVPD basis.

```
! RIJCOSX wB97M-V def2-TZVPD def2/J DEFGRID3
* xyz -1 1
Pt 0.7495 -0.4049 -0.5207
C 1.1263 -4.1228 2.2321
O 1.3221 -3.1497 3.2501
C 2.2981 -2.2215 2.9748
C 3.3375 -2.1000 3.8623
C 4.3681 -1.1800 3.6343
C 4.3632 -0.4591 2.4677
C 3.3171 -0.5572 1.5297
C 3.4650 0.2128 0.3175
N 2.6016 0.2716 -0.6271
N 2.8661 1.1043 -1.7026
C 1.8067 1.2245 -2.4550
O 0.6578 0.6683 -2.2371
C 1.9165 2.0710 -3.6718
C 3.0249 2.8875 -3.8858
C 3.1075 3.6701 -5.0256
C 2.0884 3.6421 -5.9701
C 0.9831 2.8304 -5.7600
C 0.8943 2.0527 -4.6145
C 2.1944 -1.3886 1.8199
O 1.1020 -1.4827 1.1245
H 0.3922 -4.8269 2.6201
H 2.0631 -4.6523 2.0263
H 0.7550 -3.6715 1.3130
H 3.3329 -2.7408 4.7355
H 5.1683 -1.0617 4.3531
H 5.1804 0.2176 2.2417
H 4.3786 0.7856 0.1710
H 3.8120 2.8898 -3.1444
H 3.9697 4.3074 -5.1804
H 2.1599 4.2446 -6.8673
H 0.1854 2.8008 -6.4921
H 0.0401 1.4137 -4.4360
N -1.1400 -0.9620 -0.4581
C -2.1203 -0.5318 0.1990
C -3.4156 -1.3027 0.1095
C -4.6559 -0.6718 0.0334
C -5.8253 -1.4112 -0.0892
C -5.7726 -2.7968 -0.1342
C -4.5389 -3.4337 -0.0751
C -3.3728 -2.6918 0.0341
C -2.1282 0.6949 1.0815
C -2.9467 0.7699 2.2094
C -2.9280 1.8831 3.0379
C -2.0875 2.9502 2.7570
C -1.2601 2.8848 1.6435
C -1.2860 1.7726 0.8165
H -4.7035 0.4104 0.0568
H -6.7802 -0.9024 -0.1509
H -6.6843 -3.3755 -0.2210
H -4.4874 -4.5155 -0.1135
H -2.4029 -3.1712 0.0679
H -3.5897 -0.0645 2.4601
H -3.5708 1.9168 3.9098
H -2.0813 3.8261 3.3944
H -0.5918 3.7058 1.4133
H -0.6577 1.7415 -0.0652
*
```

Results
**HOMO**: -4.16 eV
**Energy**: -43254.3075 eV

=====

Q: Among the records above, which one has the lowest energy?
A: C27H95Cd2N4O24